Record 1
{
  "formula": "C32H63AsMnN3O11PSb",
  "method": "ωB97M-V/def2-TZVPD",
  "elements": ["O", "H", "H", "H", "H", "H", "C", "H", "C", "H", "H", "H", "H", "As", "C", "H", "C", "C", "H", "H", "C", "C", "C", "H", "C", "H", "H", "H", "H", "P", "H", "C", "O", "N", "H", "H", "H", "Mn", "C", "H", "C", "C", "H", "C", "H", "H", "H", "H", "H", "C", "O", "H", "H", "H", "H", "O", "H", "C", "H", "H", "H", "C", "O", "N", "C", "C", "H", "C", "H", "C", "C", "C", "C", "H", "H", "H", "C", "O", "H", "N", "H", "H", "H", "C", "O", "C", "H", "O", "O", "H", "H", "H", "H", "H", "H", "C", "H", "C", "H", "H", "H", "C", "Sb", "C", "C", "H", "H", "O", "H", "O", "H", "H", "H"],
  "positions_angstrom": [[1.153096, 0.649194, -2.648378], [-2.284131, -0.989379, -5.734343], [-0.137552, 4.023877, 4.024665], [0.494313, -2.192351, -5.774660], [-2.589966, 2.652469, -4.969115], [0.044593, -3.957635, -0.945425], [0.856048, 0.444186, -5.576434], [1.691591, 0.506846, -4.885690], [-0.871218, 3.216205, 4.067106], [-2.265856, -3.934438, 0.960049], [1.023623, 2.869934, -3.938245], [-0.926827, 2.731177, -5.554587], [-3.253646, -1.848326, -4.148785], [1.795972, 3.394929, 0.672594], [4.086445, -1.254485, -2.102905], [0.988073, -1.882312, -4.107606], [4.294659, 0.213085, 3.049167], [-1.080309, 2.694458, -3.363777], [-1.830323, 0.649829, -6.221969], [3.514336, 0.116173, -3.621686], [-3.150612, -0.126625, -2.795492], [4.676926, 0.551917, 4.479174], [-0.306620, -0.373075, -5.011159], [6.248746, 0.453354, 2.173475], [-0.737282, -2.017673, -0.948251], [3.938577, 0.141290, 5.166673], [5.592551, -2.828204, -0.751403], [2.894704, 4.954677, 2.215125], [-1.662183, -3.924350, -1.377469], [1.598776, 0.324599, 3.253286], [0.237601, 5.308999, 1.027187], [0.326007, 3.259027, -3.198308], [-1.436975, -1.733377, 2.340783], [-0.706208, -1.325673, 0.180650], [5.289081, 1.933980, 2.185383], [0.272493, 4.346490, -3.319089], [-3.436880, 1.217167, -1.088878], [0.360334, 0.304811, 0.376156], [-1.150932, -2.147500, 1.262373], [-1.072635, -0.740898, -6.974605], [0.130564, 4.332560, 0.556603], [-1.223663, 0.766867, 4.386457], [-1.737555, 3.099487, -1.306515], [-1.599307, 3.046254, -4.762607], [5.651445, 0.123478, 4.716887], [-0.620944, 3.741475, 1.076487], [-1.905943, 4.434268, -2.446664], [-1.627313, 3.488560, 4.803142], [3.569913, 3.305070, 2.408100], [2.660855, 3.892559, 2.302305], [1.645010, -0.548668, 4.429641], [-0.150979, 4.448745, -0.486621], [4.503708, -2.983500, 0.647039], [-5.089512, 0.304465, -3.567386], [-4.579171, -0.119928, -1.204430], [1.595210, 1.750702, 0.431464], [-0.566178, -4.194327, 1.346645], [-3.531767, 0.163755, -1.344013], [-2.736577, -2.270194, -2.521989], [-1.671601, 4.136680, -4.823599], [0.943388, 1.070041, 6.074955], [-1.254006, -3.578186, 0.770796], [0.841799, 1.716516, 3.461585], [1.755076, -0.627533, -0.849351], [-1.999445, 3.349219, -2.329906], [0.434043, 2.000560, 5.831803], [3.732788, -1.510815, 1.876163], [-0.217763, 1.902042, 4.463405], [2.008196, 3.696000, 3.146383], [-3.376497, -1.608486, -3.094545], [2.982439, 3.966710, -0.725058], [3.254988, -0.374479, -2.698115], [5.242420, 0.851965, 2.045606], [-4.083872, 1.732876, -3.507957], [2.839219, 5.026689, -0.931177], [-0.645260, -2.460264, -4.449654], [4.564191, -2.989456, -0.437186], [-0.603187, -1.552891, -2.112510], [-1.361028, 3.120076, 3.096484], [3.739573, -1.909020, -0.971546], [-4.412799, -1.840557, -2.832658], [4.733657, 1.633000, 4.617212], [-0.787657, -0.174355, 4.716414], [4.228002, -1.292156, 2.824854], [-1.182114, 1.314659, 0.293406], [-1.454482, -0.352316, -6.026093], [4.905985, 0.645172, 1.027637], [0.926146, -0.307418, 1.995209], [3.013778, 0.851677, 2.756651], [-3.048901, 3.112901, -2.481862], [0.720484, 3.028953, -2.211371], [-1.583430, 0.637806, 3.365390], [0.567883, 1.452438, -5.862034], [-2.075236, 1.003267, 5.025728], [3.669306, -1.786847, 3.614868], [1.997916, -0.102965, -2.063948], [5.242078, -1.693709, 2.796021], [-0.916689, -3.495110, -0.710955], [1.153549, 2.821023, 5.854483], [5.057230, -1.502359, -2.511341], [1.199646, -0.056850, -6.486069], [-4.070956, 0.670722, -3.725555], [-1.033377, 0.481089, -3.109504], [0.154206, -1.812786, -4.806810], [2.483814, -1.709392, -0.388748], [-2.933577, -0.398388, -0.627781], [4.006830, 3.793634, -0.398742], [-0.575788, 1.187518, -0.959834], [4.213715, -3.955710, -0.799085], [2.092227, -2.456967, 0.480557], [-0.328472, 2.193155, 6.587447], [-3.842804, 0.527445, -4.778850], [2.780610, 3.380808, -1.619065]],
  "forces_ev_per_angstrom": [[-0.284, -0.020, -0.014], [-0.085, -0.040, 0.039], [0.007, 0.000, 0.004], [0.010, -0.001, -0.020], [-0.120, -0.073, 0.002], [-0.016, -0.004, -0.015], [0.035, -0.023, 0.046], [-0.037, -0.018, -0.050], [-0.011, -0.013, 0.026], [0.016, -0.025, 0.019], [0.007, 0.004, 0.000], [0.042, -0.049, -0.057], [0.034, -0.009, -0.054], [-0.040, 0.114, 0.036], [0.003, 0.033, 0.016], [-0.019, -0.005, -0.005], [0.008, 0.073, 0.031], [-0.031, -0.002, -0.011], [-0.040, 0.084, 0.007], [0.006, -0.007, -0.003], [-0.135, -0.076, 0.142], [0.055, -0.044, 0.037], [-0.038, -0.059, -0.097], [0.020, 0.003, -0.004], [0.097, 0.061, -0.291], [0.007, 0.011, -0.006], [-0.001, 0.000, -0.008], [0.004, 0.002, 0.016], [-0.028, 0.035, -0.020], [-0.082, -0.101, -0.009], [0.004, -0.002, 0.003], [0.013, -0.028, 0.003], [-0.116, 0.019, 0.073], [-0.086, -0.160, -0.063], [0.005, -0.025, 0.015], [-0.007, 0.013, -0.002], [0.005, 0.046, 0.000], [0.289, 0.033, 0.075], [0.156, -0.003, 0.020], [0.014, -0.003, 0.002], [0.023, -0.009, 0.017], [-0.036, 0.011, 0.016], [-0.006, -0.008, 0.006], [0.053, 0.004, 0.071], [0.026, -0.002, 0.003], [0.026, 0.015, -0.016], [-0.005, 0.005, -0.012], [-0.013, 0.002, 0.001], [-0.058, 0.029, -0.017], [0.032, -0.031, -0.014], [0.023, -0.032, -0.067], [0.018, 0.003, 0.000], [0.026, -0.028, -0.077], [0.004, -0.010, 0.013], [-0.010, -0.006, -0.013], [0.067, -0.134, -0.072], [0.024, 0.030, 0.004], [0.089, -0.030, 0.011], [-0.028, 0.014, 0.011], [0.002, -0.002, 0.000], [-0.005, 0.009, 0.000], [-0.101, -0.009, -0.010], [0.095, -0.017, -0.098], [-0.135, 0.027, -0.284], [0.023, -0.027, -0.021], [-0.038, 0.011, 0.039], [0.045, 0.077, 0.167], [-0.028, 0.043, 0.019], [0.001, -0.015, -0.021], [0.052, -0.040, 0.012], [-0.019, -0.016, 0.011], [-0.044, 0.022, -0.012], [0.034, -0.003, 0.015], [0.032, 0.124, 0.012], [0.004, 0.002, 0.008], [0.022, 0.011, 0.001], [0.011, -0.077, 0.020], [0.080, 0.320, 0.213], [0.001, -0.011, 0.003], [0.015, 0.007, -0.045], [-0.023, 0.022, -0.019], [-0.010, 0.009, -0.012], [-0.010, 0.008, -0.012], [-0.057, 0.086, -0.100], [0.069, 0.023, 0.186], [0.052, 0.012, 0.042], [-0.011, -0.012, -0.027], [-0.036, 0.059, 0.062], [-0.046, 0.040, -0.014], [-0.069, -0.049, -0.025], [-0.017, 0.017, -0.009], [-0.012, 0.006, -0.002], [-0.024, 0.070, 0.009], [-0.010, -0.012, 0.021], [-0.042, -0.014, 0.041], [0.206, -0.164, 0.174], [0.017, -0.020, 0.042], [0.024, 0.003, 0.010], [0.015, 0.012, -0.003], [-0.005, -0.001, -0.008], [-0.013, -0.010, -0.013], [0.103, 0.000, 0.027], [0.157, -0.071, -0.033], [0.003, -0.024, 0.029], [0.043, 0.045, 0.136], [-0.015, 0.022, -0.032], [-0.009, -0.012, 0.004], [-0.209, 0.018, -0.084], [-0.002, 0.002, 0.005], [-0.071, -0.077, -0.093], [-0.006, 0.002, 0.014], [0.050, -0.010, -0.107], [-0.004, 0.021, 0.016]],
  "total_charge": 1,
  "lumo_energy_ev": [-3.58, -2.88],
  "multiplicity": 4,
  "gap_ev": [8.009, 8.696],
  "energy_ha": -6217.34066,
  "e_above_lowest_kcal_mol": 0.0
}



Record 2
{
  "formula": "C32H63CeGeNO7P2Si5",
  "method": "ωB97M-V/def2-TZVPD",
  "elements": ["C", "C", "H", "C", "H", "H", "H", "H", "N", "H", "H", "H", "H", "H", "C", "H", "O", "C", "Si", "O", "H", "P", "H", "Si", "H", "C", "H", "H", "H", "H", "H", "H", "Ce", "H", "H", "C", "C", "C", "H", "H", "H", "H", "H", "H", "C", "O", "H", "H", "C", "H", "O", "C", "O", "H", "H", "H", "P", "O", "C", "H", "C", "C", "C", "H", "H", "C", "H", "Si", "H", "C", "H", "H", "H", "H", "C", "H", "H", "C", "H", "H", "H", "H", "C", "C", "H", "H", "H", "H", "H", "H", "O", "H", "Si", "C", "C", "H", "C", "Si", "H", "Ge", "C", "C", "H", "H", "C", "C", "C", "C", "H", "H", "C", "H"],
  "positions_angstrom": [[14.121643, 14.469571, 10.079377], [6.339251, 9.753270, 12.738877], [13.779442, 16.141258, 17.408737], [12.880891, 15.344883, 19.205815], [7.424054, 7.763921, 10.234222], [12.071192, 14.199902, 20.856010], [10.777865, 12.350436, 7.858233], [14.558226, 16.128622, 13.041044], [9.334445, 11.466527, 15.829152], [15.882206, 9.964410, 19.649787], [8.975594, 6.126612, 13.139832], [11.475285, 12.224685, 19.419916], [12.432426, 9.003113, 13.344683], [14.620832, 14.901495, 14.300746], [7.470326, 10.739483, 17.818335], [10.523114, 9.781101, 16.256859], [6.431630, 14.605480, 12.967957], [15.603170, 13.029579, 12.521008], [10.665485, 10.295936, 9.432347], [8.945360, 14.794219, 12.425109], [13.249757, 15.075587, 9.816878], [7.823185, 14.498742, 13.309293], [10.344328, 6.589041, 10.414010], [9.663013, 10.288401, 11.704147], [9.613088, 12.611046, 9.277811], [6.912811, 10.547887, 16.426843], [6.982642, 8.975180, 8.900450], [8.023078, 13.103119, 16.014386], [11.784154, 7.503890, 10.637156], [11.165941, 8.984028, 14.489702], [10.694106, 8.947111, 7.223920], [9.201852, 11.591250, 7.966931], [10.307129, 12.826140, 13.474168], [5.319392, 9.500330, 12.469394], [6.233124, 10.719497, 13.301370], [12.570640, 10.115767, 9.325881], [12.009029, 13.064019, 18.962714], [8.800699, 12.612838, 16.632936], [7.771323, 10.964692, 14.500200], [12.957679, 10.362203, 8.337261], [7.425458, 11.974438, 9.669364], [15.629175, 12.008680, 12.138814], [7.448446, 12.813172, 18.380116], [12.787716, 9.037995, 9.450827], [13.169114, 15.322913, 17.820832], [8.206987, 13.068423, 13.880061], [14.191882, 11.557055, 18.968494], [6.736467, 10.695255, 18.606990], [12.239352, 11.843153, 14.858617], [6.653742, 12.300080, 11.311169], [8.179117, 15.459412, 14.684526], [13.323237, 10.238099, 17.433579], [9.944986, 16.619143, 16.161631], [16.542477, 13.464511, 12.262897], [15.000254, 14.991670, 9.785918], [8.444711, 7.482365, 14.147682], [9.748983, 15.952375, 14.870434], [10.125377, 17.074484, 13.672609], [14.044742, 15.239765, 13.449880], [5.794336, 11.384278, 9.989895], [8.761055, 7.210771, 13.134821], [12.271934, 14.207348, 19.761544], [11.037719, 6.970807, 11.193632], [12.382541, 10.828943, 14.417864], [9.597157, 13.313610, 16.781563], [12.828150, 14.222254, 17.032769], [12.030006, 7.420031, 14.094134], [10.237865, 8.176720, 12.449559], [8.074474, 9.889237, 18.035703], [10.072467, 11.907507, 8.567398], [8.939054, 11.972012, 18.801686], [14.381604, 7.108054, 16.735099], [6.858383, 9.049718, 13.324283], [9.939841, 7.925692, 8.593934], [12.309320, 13.039884, 17.602825], [13.953228, 13.585397, 9.373804], [15.480407, 12.907144, 13.583596], [11.608534, 8.370656, 13.715350], [7.977158, 7.301469, 12.382535], [12.245443, 11.780486, 11.872056], [13.107665, 10.623595, 10.034216], [13.259724, 16.092435, 19.883781], [10.045993, 8.959761, 8.165057], [14.364820, 8.061873, 17.255538], [6.440839, 9.587295, 16.311763], [12.913465, 14.320450, 15.928074], [13.057305, 15.536534, 13.743250], [13.220964, 12.308127, 14.679238], [9.881037, 10.664179, 17.709533], [6.163729, 11.277746, 16.165156], [10.638911, 14.728036, 14.575637], [12.811393, 8.705997, 16.036168], [12.047069, 11.482239, 16.629031], [6.742656, 11.638255, 10.470097], [10.303244, 10.758544, 16.698869], [11.434337, 6.079358, 11.686895], [15.336517, 8.412007, 18.228469], [7.392167, 10.060039, 11.149780], [5.744351, 8.424202, 10.185076], [13.989001, 13.962737, 11.960996], [13.463879, 9.000606, 16.879693], [12.240712, 12.904758, 12.061140], [9.933203, 16.561366, 12.897679], [9.082736, 9.216579, 7.765135], [8.207293, 12.093467, 17.992403], [15.190489, 9.672531, 18.842293], [6.813276, 8.663269, 9.947093], [8.118025, 10.614456, 15.432546], [8.530450, 9.634974, 15.332349], [16.078951, 7.731099, 18.621381], [14.194407, 10.597980, 18.467137], [11.736022, 13.301353, 11.061931]],
  "forces_ev_per_angstrom": [[-1.500, -0.865, -1.076], [-0.050, 2.285, -0.859], [-0.720, -0.272, -0.060], [0.232, -1.811, -0.732], [-0.535, 0.578, -0.720], [-0.005, -0.106, -0.911], [0.030, 0.217, 0.348], [-0.144, -0.015, 0.371], [-1.274, 0.169, 0.447], [-0.265, -0.220, -0.441], [0.197, 0.280, 0.170], [0.399, 0.062, -0.040], [-0.206, -0.374, -0.162], [0.023, -0.381, 0.033], [-0.454, 0.766, 0.327], [-0.401, -0.271, 0.240], [-2.176, 0.553, -0.654], [-0.583, -1.643, -0.454], [-0.446, 0.059, 0.001], [2.942, 0.656, -3.015], [0.089, 0.328, 0.162], [-0.230, -0.814, 3.907], [0.085, 0.251, 0.458], [0.191, -0.074, -1.199], [0.695, 0.168, -0.201], [1.299, 0.447, -0.332], [-0.187, -0.467, 0.421], [0.466, -0.291, 0.592], [0.760, 0.114, -0.139], [0.001, -0.136, 0.610], [-0.398, -0.173, 1.278], [0.226, -0.010, -0.009], [0.864, 0.006, 0.426], [-0.143, -0.567, -0.020], [0.303, -0.784, -0.439], [-1.545, -1.953, -1.520], [-0.218, 1.124, 0.858], [-0.876, -0.828, 0.145], [-0.109, 0.364, -0.915], [-0.131, 0.206, -0.175], [-0.339, 0.339, 0.487], [0.027, -0.142, -0.213], [0.618, -0.206, -0.417], [-0.044, 0.335, 0.042], [0.370, 0.259, 0.845], [-0.468, -0.116, -0.123], [-0.281, 0.044, -0.138], [-0.773, -0.003, 0.156], [0.625, -0.749, -0.143], [-0.178, 0.847, 0.013], [1.155, 0.326, -0.991], [-0.763, 2.200, 0.488], [-0.196, -0.035, 0.247], [0.624, 0.676, -0.038], [0.844, 0.449, -0.216], [-0.226, 0.142, -0.323], [-0.395, 1.245, -0.252], [-0.721, -1.269, 2.042], [0.186, 1.296, -1.314], [-0.249, 0.388, 0.192], [0.417, -0.800, -0.010], [0.044, -0.179, 0.078], [-1.325, -0.280, -0.424], [-0.276, 0.391, -0.169], [0.440, 0.550, 0.254], [-0.053, 0.145, -0.458], [-0.276, 0.426, 0.033], [0.440, -0.627, -0.517], [0.941, -0.584, 0.078], [-0.761, -0.527, 0.067], [0.055, 0.298, -0.283], [0.107, 0.029, 0.187], [0.093, -1.040, 0.990], [0.351, 0.893, -0.488], [-0.259, 0.976, 0.370], [0.564, 0.760, 1.246], [0.271, 0.124, 0.529], [0.316, -0.050, -0.067], [-0.345, 0.236, 0.327], [0.482, 1.079, 0.322], [1.304, 1.442, 1.863], [-0.158, 0.462, -0.173], [0.975, -0.683, -0.282], [2.288, -0.509, 0.984], [-0.184, -0.522, -0.012], [0.182, -0.312, 0.951], [-0.540, 0.220, 0.309], [-0.170, 0.204, -0.062], [0.556, -0.548, -0.344], [-0.200, 0.533, -0.038], [-0.030, -0.228, 0.045], [0.214, 0.324, 0.525], [0.270, 0.383, -0.494], [0.348, -0.480, -1.211], [0.014, -0.145, 0.075], [0.258, 0.162, 0.091], [-1.519, 0.732, 0.266], [-0.381, -0.800, 0.556], [0.762, 0.275, -0.502], [-1.164, -1.714, 0.932], [-1.589, -0.998, -1.878], [0.075, 0.556, -2.321], [-0.215, -0.399, -1.446], [-0.734, 0.253, 0.072], [-0.690, 0.281, -0.297], [0.303, 0.004, 0.124], [0.393, -0.377, 0.958], [0.822, 0.350, 1.393], [0.178, -0.894, -0.281], [0.080, -0.123, -0.267], [0.828, -1.259, -0.185], [0.474, -0.615, 1.517]],
  "total_charge": -2,
  "lumo_energy_ev": 4.09,
  "gap_ev": 6.810,
  "energy_ha": -6521.18082
}